Entry 1:
{
  "formula": "C11H29BNO11P3",
  "method": "ωB97M-V/def2-TZVPD",
  "orbital_gap_ev": 9.1203,
  "mol_weight_g_mol": 455.1,
  "multiplicity": 1,
  "e_tot_ev": -64433.2391,
  "e_above_lowest_kcal_mol": 0.3,
  "symbols": ["C", "C", "B", "O", "P", "P", "N", "P", "O", "H", "H", "H", "H", "H", "H", "H", "H", "H", "H", "H", "C", "O", "C", "O", "O", "C", "H", "H", "H", "H", "H", "H", "C", "O", "C", "O", "O", "C", "H", "H", "H", "H", "H", "H", "C", "O", "C", "O", "O", "C", "H", "H", "H", "H", "H", "H"],
  "coordinates": [[0.06124, 0.83039, 0.29736], [0.39982, 1.93442, -0.70046], [-0.50595, 3.19425, -0.69416], [-1.44586, 3.43374, 0.27363], [-0.45679, 4.52954, -2.14055], [1.28625, 3.88465, -3.33007], [0.93721, 2.78335, -4.37173], [0.58769, 6.11097, -1.09119], [2.01868, 5.89162, -0.76786], [0.12408, 1.16501, 1.33316], [-0.93697, 0.42374, 0.12407], [0.76560, 0.00382, 0.18985], [0.38656, 1.54105, -1.72756], [1.43911, 2.26736, -0.56606], [-2.26540, 3.79801, -0.06631], [1.81906, 5.13177, -3.72459], [2.21124, 3.50310, -2.34812], [1.00508, 3.03387, -5.34751], [0.32775, 7.22269, -1.91876], [-0.28067, 6.38701, -0.01275], [-1.81569, -4.65227, -0.01537], [-1.77819, -3.35849, -0.62608], [-1.13034, -3.31587, -1.79010], [-0.60459, -4.25122, -2.33779], [-1.15815, -2.06384, -2.23495], [-0.49586, -1.85164, -3.48932], [-2.36568, -4.51472, 0.91021], [-2.32082, -5.36612, -0.66356], [-0.80670, -5.00738, 0.18717], [-0.97644, -2.43324, -4.27378], [0.55087, -2.14126, -3.41857], [-0.58453, -0.78830, -3.68753], [3.19509, -3.33285, -0.12661], [4.43197, -2.69309, 0.21606], [4.29516, -1.45542, 0.68664], [3.25056, -0.87597, 0.84239], [5.50363, -0.96667, 0.95449], [5.49724, 0.37158, 1.46826], [3.47162, -4.31795, -0.48730], [2.55119, -3.40702, 0.74789], [2.67884, -2.77102, -0.90310], [4.93681, 0.41795, 2.40001], [5.04891, 1.05301, 0.74765], [6.54047, 0.61964, 1.63357], [-3.34568, 1.38352, 2.75196], [-2.84303, 0.05633, 2.94569], [-3.75967, -0.82905, 3.32678], [-4.92875, -0.60307, 3.50703], [-3.16605, -2.01356, 3.47719], [-4.04950, -3.06380, 3.88558], [-2.48917, 1.96326, 2.42066], [-4.12642, 1.39227, 1.99305], [-3.74520, 1.77988, 3.68372], [-4.83383, -3.21106, 3.14510], [-4.50663, -2.82683, 4.84447], [-3.42534, -3.94808, 3.96792]]
}

---

Entry 2:
{
  "formula": "C36H72N3O5",
  "method": "ωB97M-V/def2-TZVPD",
  "orbital_gap_ev": 5.4589,
  "mol_weight_g_mol": 627.0,
  "charge": 1,
  "multiplicity": 1,
  "e_tot_ev": -53195.5111,
  "symbols": ["C", "C", "N", "C", "C", "C", "C", "C", "C", "C", "C", "C", "C", "C", "C", "C", "C", "N", "N", "H", "H", "H", "H", "H", "H", "H", "H", "H", "H", "H", "H", "H", "H", "H", "H", "H", "H", "H", "H", "H", "H", "H", "H", "H", "H", "H", "H", "H", "H", "H", "H", "C", "C", "C", "O", "C", "H", "H", "H", "H", "H", "H", "H", "H", "C", "C", "C", "O", "C", "H", "H", "H", "H", "H", "H", "H", "H", "C", "C", "C", "O", "C", "H", "H", "H", "H", "H", "H", "H", "H", "C", "C", "C", "O", "C", "H", "H", "H", "H", "H", "H", "H", "H", "C", "C", "C", "O", "C", "H", "H", "H", "H", "H", "H", "H", "H"],
  "coordinates": [[-1.41356, 4.74800, 4.96318], [-1.10115, 4.66082, 3.81661], [-0.70504, 4.52173, 2.51681], [-0.91782, 3.19253, 1.87507], [-0.79533, 3.16468, 0.33917], [0.39010, 2.31063, -0.08701], [1.77051, 2.96338, 0.22663], [2.45091, 2.35892, 1.47064], [3.99676, 2.29936, 1.43923], [4.67964, 3.28656, 0.48651], [6.10867, 3.66917, 0.92705], [7.18363, 3.49616, -0.14704], [6.88214, 4.11952, -1.51916], [7.43896, 5.52431, -1.76999], [6.88591, 6.63805, -0.87376], [7.57739, 6.78772, 0.50087], [-0.08632, 5.58832, 1.97121], [1.04983, 6.07283, 2.55438], [-0.60661, 6.22868, 0.84128], [-1.86783, 4.56893, 5.91509], [-1.89865, 2.83752, 2.17896], [-0.18287, 2.52373, 2.31831], [-0.78821, 4.14518, -0.12291], [-1.69536, 2.67076, -0.02662], [0.32064, 2.16748, -1.16510], [0.33107, 1.31360, 0.34839], [1.55741, 4.01306, 0.44666], [2.37632, 2.85986, -0.66580], [2.08282, 1.34324, 1.61752], [2.14175, 2.91511, 2.36176], [4.35485, 2.52922, 2.44443], [4.32651, 1.28717, 1.21544], [4.76201, 2.80403, -0.48841], [4.09987, 4.19688, 0.33128], [6.37542, 2.99881, 1.74896], [6.12354, 4.66735, 1.36200], [8.12937, 3.87963, 0.23565], [7.35284, 2.42830, -0.29848], [5.81682, 4.13578, -1.74829], [7.34090, 3.46938, -2.26666], [8.53007, 5.53671, -1.76716], [7.14785, 5.78878, -2.79026], [7.04917, 7.57210, -1.41272], [5.80304, 6.54504, -0.77242], [6.84829, 6.83492, 1.30848], [8.11603, 7.73203, 0.53530], [8.27127, 5.97571, 0.69050], [0.90467, 6.93841, 3.07783], [1.43465, 5.37158, 3.18626], [-0.71542, 7.21769, 1.08353], [0.09255, 6.23285, 0.09713], [-5.01175, 2.64551, 6.62997], [-5.12434, 3.05446, 5.16336], [-5.30047, 1.70501, 4.47873], [-5.97916, 0.86743, 5.40935], [-5.99451, 1.48425, 6.69945], [-5.25059, 3.44427, 7.33042], [-3.99885, 2.29364, 6.84537], [-6.01249, 3.67168, 5.01502], [-4.26092, 3.60676, 4.79028], [-4.32970, 1.24857, 4.24576], [-5.88210, 1.76714, 3.55833], [-7.01016, 1.83720, 6.90319], [-5.72752, 0.74519, 7.45436], [-0.95238, -0.73629, -4.41413], [-1.79353, -1.61766, -3.50175], [-1.77178, -0.82435, -2.20333], [-1.67236, 0.56008, -2.56767], [-1.35263, 0.66015, -3.96362], [-1.13338, -0.90776, -5.47059], [0.10956, -0.90551, -4.21827], [-2.81352, -1.68554, -3.88660], [-1.40775, -2.62799, -3.38879], [-0.89613, -1.08410, -1.59488], [-2.66890, -0.97157, -1.59912], [-2.24409, 1.00834, -4.49561], [-0.55927, 1.39771, -4.09966], [-3.48386, -5.40264, -0.61971], [-2.43396, -4.44650, -0.06191], [-1.30756, -4.60051, -1.07464], [-1.92705, -4.89679, -2.32750], [-3.30826, -5.21224, -2.11923], [-4.49682, -5.18808, -0.28285], [-3.24109, -6.42839, -0.33596], [-2.81536, -3.42147, -0.07503], [-2.12276, -4.68043, 0.95542], [-0.64605, -5.43219, -0.80984], [-0.70250, -3.69689, -1.17862], [-3.91233, -4.37504, -2.48859], [-3.56427, -6.10283, -2.69366], [-0.36379, -4.66394, -7.84994], [-1.21477, -5.53604, -6.93074], [-1.19659, -4.73249, -5.63841], [-1.09327, -3.35541, -6.01850], [-0.76830, -3.26371, -7.40877], [-0.53868, -4.83888, -8.91020], [0.69636, -4.83124, -7.64706], [-2.23358, -5.60314, -7.31916], [-0.83233, -6.54732, -6.80398], [-0.32815, -4.98565, -5.02232], [-2.09389, -4.86934, -5.03674], [-1.65572, -2.91798, -7.95042], [0.02777, -2.52968, -7.54477], [-1.77182, -9.70954, 2.90909], [-2.35823, -8.60698, 3.78613], [-2.69997, -7.54141, 2.75414], [-3.02353, -8.23492, 1.54710], [-2.64326, -9.61016, 1.66524], [-1.80041, -10.69708, 3.36597], [-0.73329, -9.47805, 2.66194], [-3.26730, -8.96239, 4.27576], [-1.67671, -8.24696, 4.55516], [-1.84078, -6.88830, 2.55972], [-3.54698, -6.92028, 3.04874], [-3.55179, -10.21215, 1.76832], [-2.12548, -9.91857, 0.75682]]
}

---

Entry 3:
{
  "formula": "C17H18Br2N2O2",
  "method": "ωB97M-V/def2-TZVPD",
  "orbital_gap_ev": 6.5412,
  "mol_weight_g_mol": 442.2,
  "multiplicity": 1,
  "e_tot_ev": -165077.6710,
  "symbols": ["C", "O", "C", "C", "C", "C", "C", "C", "C", "C", "Br", "C", "O", "C", "Br", "C", "C", "C", "H", "H", "H", "H", "H", "H", "H", "H", "H", "H", "C", "N", "N", "C", "C", "H", "H", "H", "H", "H", "H", "H", "H"],
  "coordinates": [[-1.21665, 4.76643, 3.63937], [-0.44447, 4.51461, 2.43882], [-0.52095, 3.28118, 1.87975], [-1.30785, 2.23180, 2.40891], [-1.23514, 0.97116, 1.85417], [-0.40839, 0.69328, 0.72161], [-0.24323, -0.61105, 0.18080], [-0.31371, -1.80446, 0.92818], [-0.42138, -3.07925, 0.26856], [-0.37795, -4.26209, 0.94747], [-0.50915, -5.92973, 0.06837], [-0.21494, -4.30761, 2.43483], [-0.13517, -5.36077, 3.07083], [-0.14898, -2.97142, 3.09066], [0.05242, -2.93734, 4.96734], [-0.17735, -1.82201, 2.35815], [0.28968, 1.79834, 0.15126], [0.25909, 3.04316, 0.71900], [-0.95197, 5.79308, 3.89336], [-2.29723, 4.68712, 3.44301], [-0.92582, 4.08356, 4.45266], [-1.95288, 2.40128, 3.27717], [-1.82858, 0.17746, 2.30228], [0.01070, -0.69588, -0.87360], [-0.52875, -3.08135, -0.81356], [-0.08318, -0.87531, 2.88649], [0.90354, 1.61402, -0.73444], [0.82752, 3.87385, 0.31112], [3.15093, -0.52497, -4.00763], [2.12697, 0.19137, -3.67474], [0.88757, -0.26465, -3.60087], [0.56747, -1.65554, -3.91316], [-0.17096, 0.73280, -3.68705], [4.13828, -0.07492, -3.84706], [3.11711, -1.52295, -4.48905], [-0.31479, -1.66846, -4.57730], [1.41321, -2.17112, -4.38990], [0.32845, -2.20674, -2.98058], [-0.97430, 0.35865, -4.33828], [-0.59281, 0.93259, -2.69138], [0.22364, 1.68188, -4.07560]]
}